Below is C84H182BaN8O20S4 as an isolated structure at a distorted geometry, with properties calculated with wB97M-V/def2-TZVPD.

The geometry in XYZ format:
```
299
Properties=species:S:1:pos:R:3
Ba 2.951 1.827 2.768
C 3.754 2.989 7.101
C 2.252 2.412 7.184
C 1.477 2.778 8.499
C 1.187 4.211 8.732
C 0.362 4.609 7.549
C 1.028 4.438 6.138
N 1.468 2.987 6.065
O 2.194 2.814 4.822
C 2.082 5.549 6.011
C -0.038 4.607 5.093
C 2.193 0.895 7.021
H 3.904 3.349 6.095
H 4.436 2.292 7.521
H 3.726 3.814 7.812
H 2.069 2.337 9.353
H 0.496 2.256 8.473
H 2.050 4.844 8.798
H 0.706 4.355 9.658
H 0.010 5.658 7.619
H -0.518 4.023 7.565
H 2.426 5.860 7.000
H 1.526 6.394 5.561
H 2.902 5.319 5.359
H -0.534 5.616 5.175
H -0.854 3.867 5.268
H 0.317 4.440 4.077
H 2.596 0.569 6.087
H 1.133 0.558 6.934
H 2.755 0.281 7.773
C -0.558 1.627 0.383
C -0.223 0.212 0.793
C -1.251 -0.779 0.254
C -1.210 -0.910 -1.222
C 0.173 -1.495 -1.584
C 1.340 -0.544 -1.144
N 1.122 -0.194 0.329
O 2.070 0.805 0.644
C 1.407 0.664 -2.093
C 2.645 -1.293 -1.279
C -0.144 0.183 2.373
H -1.056 1.736 -0.632
H 0.244 2.300 0.267
H -1.247 2.174 1.069
H -2.197 -0.501 0.699
H -1.050 -1.796 0.637
H -1.265 0.049 -1.714
H -2.020 -1.444 -1.597
H 0.281 -1.777 -2.630
H 0.197 -2.470 -1.002
H 1.709 0.347 -3.082
H 2.155 1.390 -1.719
H 0.495 1.291 -2.150
H 2.837 -1.466 -2.320
H 2.640 -2.235 -0.742
H 3.568 -0.889 -0.942
H 0.520 1.011 2.566
H 0.383 -0.788 2.620
H -1.084 0.430 2.820
O 1.755 -2.824 4.577
S 2.773 -2.297 3.749
O 2.949 -0.830 3.713
O 4.187 -2.724 4.189
C 4.366 -4.032 4.660
C 4.102 -4.199 6.172
C 2.653 -2.705 2.028
H 5.388 -4.286 4.427
H 3.756 -4.769 4.080
H 5.040 -4.283 6.668
H 3.520 -5.126 6.347
H 3.563 -3.342 6.562
H 2.256 -3.741 1.897
H 3.655 -2.665 1.736
H 2.060 -1.933 1.535
O 4.025 -1.702 -4.758
S 3.856 -3.123 -4.777
O 4.148 -3.941 -3.610
O 2.358 -3.445 -5.252
C 1.543 -2.443 -5.976
C 0.105 -2.886 -6.024
C 4.856 -3.861 -6.124
H 2.065 -2.404 -6.972
H 1.723 -1.493 -5.447
H -0.493 -2.076 -6.379
H -0.126 -3.211 -4.965
H -0.028 -3.685 -6.761
H 4.930 -3.369 -7.100
H 4.602 -4.946 -6.210
H 5.879 -3.854 -5.812
O 2.530 4.511 2.094
S 2.557 5.137 0.803
O 3.783 5.310 0.133
O 1.661 4.203 -0.081
C 1.611 4.349 -1.521
C 0.225 4.465 -2.066
C 1.826 6.721 0.882
H 1.929 3.367 -1.867
H 2.337 5.024 -1.919
H -0.430 4.070 -1.321
H 0.180 3.846 -2.988
H -0.111 5.508 -2.329
H 1.756 7.033 -0.182
H 2.473 7.335 1.517
H 0.834 6.688 1.360
O 5.486 -6.989 0.948
S 5.384 -5.787 0.196
O 5.079 -4.566 0.892
O 6.744 -5.522 -0.505
C 7.143 -4.250 -1.127
C 8.483 -4.528 -1.881
C 4.205 -6.031 -1.183
H 7.254 -3.582 -0.259
H 6.383 -3.891 -1.792
H 9.275 -4.847 -1.255
H 8.808 -3.633 -2.365
H 8.336 -5.270 -2.715
H 4.154 -7.131 -1.447
H 4.615 -5.427 -2.003
H 3.223 -5.723 -0.840
C 3.337 3.481 -5.757
C 2.051 2.801 -6.306
C 1.795 1.717 -5.341
C 0.472 1.017 -5.609
C -0.699 1.993 -5.580
C -0.494 3.212 -6.492
N 0.906 3.708 -6.226
O 1.134 4.748 -7.146
C -0.760 2.797 -7.955
C -1.452 4.349 -6.041
C 2.410 2.329 -7.727
H 4.155 2.776 -5.881
H 3.271 3.687 -4.706
H 3.443 4.432 -6.323
H 2.589 0.982 -5.302
H 1.826 2.169 -4.361
H 0.326 0.181 -4.874
H 0.527 0.649 -6.634
H -0.853 2.284 -4.540
H -1.701 1.656 -5.863
H -0.500 3.465 -8.764
H -0.380 1.855 -8.283
H -1.847 2.666 -7.957
H -2.486 3.871 -5.790
H -1.097 4.703 -5.085
H -1.533 5.195 -6.764
H 2.980 3.081 -8.156
H 1.557 2.132 -8.392
H 2.945 1.379 -7.743
H 0.746 4.484 -7.994
C -6.417 3.531 -1.710
C -5.188 4.092 -2.441
C -5.524 5.324 -3.354
C -5.741 6.655 -2.680
C -4.561 6.955 -1.778
C -4.222 5.857 -0.806
N -4.032 4.574 -1.622
O -3.644 3.508 -0.832
C -2.773 6.062 -0.276
C -5.156 5.697 0.378
C -4.679 2.914 -3.350
H -7.043 4.263 -1.207
H -6.284 2.713 -1.019
H -7.151 3.234 -2.470
H -4.705 5.343 -4.063
H -6.348 4.973 -3.940
H -6.591 6.596 -2.023
H -6.013 7.378 -3.415
H -4.730 7.851 -1.170
H -3.668 7.097 -2.472
H -2.583 5.368 0.527
H -2.105 5.912 -1.137
H -2.666 7.051 0.196
H -4.917 4.788 0.917
H -5.052 6.583 1.017
H -6.153 5.708 -0.019
H -4.664 1.939 -2.855
H -3.630 3.081 -3.686
H -5.302 2.881 -4.258
H -4.413 3.331 -0.287
C -0.916 -4.209 2.557
C -1.278 -5.608 2.159
C -0.103 -6.365 1.599
C 0.939 -6.578 2.705
C 0.398 -7.526 3.702
C -0.928 -6.990 4.323
N -1.766 -6.401 3.285
O -2.833 -5.764 3.910
C -1.771 -8.136 4.972
C -0.593 -6.034 5.535
C -2.362 -5.673 1.129
H -0.734 -3.599 1.686
H -0.151 -4.140 3.304
H -1.755 -3.624 3.032
H -0.546 -7.278 1.294
H 0.208 -5.781 0.688
H 1.298 -5.583 3.147
H 1.810 -7.015 2.229
H 1.069 -7.840 4.489
H -0.013 -8.421 3.180
H -1.357 -8.533 5.881
H -2.780 -7.792 5.122
H -1.824 -8.977 4.266
H -0.081 -6.683 6.209
H 0.013 -5.159 5.305
H -1.527 -5.730 5.992
H -2.625 -6.607 0.651
H -2.248 -4.965 0.241
H -3.199 -5.277 1.617
H -2.403 -5.049 4.447
C -7.009 -0.149 6.334
C -5.885 -0.339 5.320
C -5.868 -1.770 4.839
C -4.909 -1.963 3.636
C -5.258 -0.966 2.486
C -5.209 0.519 3.008
N -6.122 0.521 4.191
O -6.324 1.832 4.660
C -3.788 0.980 3.166
C -5.865 1.378 1.926
C -4.547 -0.159 6.090
H -7.046 0.733 6.964
H -6.963 -1.062 7.035
H -7.955 -0.178 5.844
H -5.691 -2.321 5.713
H -6.872 -2.067 4.554
H -4.948 -2.969 3.231
H -3.859 -1.847 3.945
H -6.285 -1.111 2.119
H -4.593 -0.983 1.625
H -3.100 0.411 3.829
H -3.378 1.106 2.206
H -3.774 2.018 3.470
H -5.648 2.455 1.911
H -5.664 0.958 0.959
H -6.938 1.303 1.973
H -3.774 -0.798 5.650
H -4.790 -0.601 7.078
H -4.271 0.905 6.154
H -5.631 2.124 5.281
C 6.202 3.411 -1.138
C 5.832 1.931 -1.537
C 7.138 1.411 -2.249
C 8.214 0.918 -1.344
C 7.671 -0.162 -0.448
C 6.483 0.371 0.460
N 5.452 0.990 -0.423
O 4.390 1.551 0.358
C 5.869 -0.917 1.084
C 7.112 1.242 1.591
C 4.824 1.940 -2.649
H 5.516 3.717 -0.345
H 6.007 4.032 -2.017
H 7.261 3.429 -0.873
H 6.796 0.669 -2.893
H 7.540 2.245 -2.774
H 8.607 1.705 -0.673
H 9.005 0.432 -1.860
H 8.351 -0.592 0.251
H 7.333 -0.973 -1.063
H 6.520 -1.569 1.732
H 5.027 -0.788 1.800
H 5.440 -1.513 0.233
H 7.137 0.829 2.620
H 8.113 1.564 1.288
H 6.473 2.137 1.541
H 4.447 0.945 -2.888
H 5.183 2.421 -3.554
H 3.952 2.590 -2.418
H 3.525 0.993 0.212
C -3.725 -0.914 -4.949
C -4.558 -2.121 -4.562
C -3.751 -3.351 -4.877
C -4.313 -4.688 -4.433
C -4.466 -4.544 -2.913
C -5.264 -3.325 -2.479
N -4.704 -2.096 -3.120
O -5.649 -1.073 -2.778
C -6.742 -3.457 -2.777
C -5.019 -3.180 -0.988
C -5.860 -2.056 -5.404
H -2.971 -0.776 -4.124
H -4.327 -0.026 -5.052
H -3.270 -1.211 -5.930
H -3.541 -3.248 -5.977
H -2.802 -3.221 -4.353
H -3.625 -5.526 -4.573
H -5.222 -5.027 -5.003
H -3.428 -4.440 -2.496
H -4.814 -5.470 -2.493
H -6.899 -3.915 -3.781
H -7.183 -4.097 -1.989
H -7.178 -2.487 -2.530
H -4.017 -2.783 -0.853
H -5.842 -2.681 -0.448
H -4.992 -4.205 -0.569
H -6.577 -1.392 -4.889
H -6.319 -3.034 -5.603
H -5.652 -1.603 -6.356
H -5.132 -0.473 -2.223
```

The highest occupied orbital energy is -6.03 eV. The gap between HOMO and LUMO comes out at 0.2197 Ha. The calculation puts the LUMO energy at -0.0019 Eh. As for the spin multiplicity: 1.